The following is a quantum chemistry calculation of C22H39Cl2LuN4O4 as an isolated structure, from the OMol25 dataset.

HOMO-LUMO gap   6.33 eV
Lowest unoccupied orbital energy   0.306 eV
E_HOMO   -6.0276 eV

```
72
Properties=species:S:1:pos:R:3:forces:R:3
O 0.965626 -0.325602 -3.593923 -1.9 1.0 0.0
C -0.106800 0.272454 -3.637567 -2.0 -0.9 1.4
C -0.342003 1.759221 -3.692465 1.8 -0.3 -0.8
C 0.255295 2.779364 -2.918695 -0.3 -0.1 -0.9
H 0.389246 2.621482 -1.852808 0.5 -0.1 -0.3
C 0.541754 4.003675 -3.535052 -0.1 -0.5 1.0
H 1.055607 4.754085 -2.922934 -0.3 -0.1 -0.4
C 0.205516 4.230851 -4.864967 -0.3 -0.8 0.6
H 0.461629 5.151776 -5.321792 0.1 0.7 -0.5
C -0.504955 3.257815 -5.543493 -0.5 -0.1 -1.2
H -0.836259 3.400400 -6.570150 0.2 0.3 0.1
C -0.779874 2.017573 -4.989869 0.0 0.1 0.8
H -1.281311 1.188060 -5.503439 0.2 0.6 -0.2
H -1.216798 -0.224043 -3.681904 2.6 0.2 -0.2
C -2.424436 -1.064258 -1.432500 -2.3 -1.3 1.0
C -1.957367 0.264055 -1.077170 2.6 0.4 -4.7
H -3.326681 -1.182040 -2.054796 -0.2 0.4 0.1
H -2.673008 -1.384984 -0.393595 -0.5 -1.3 -0.8
H -1.738060 -1.807571 -1.873619 0.3 0.7 0.4
C -2.509992 1.411809 -1.419553 -1.9 0.1 -1.1
C -3.996721 1.448971 -1.649461 -0.7 0.3 -0.5
H -2.045375 2.398573 -1.521087 0.2 -0.4 0.9
H -4.320827 1.687939 -2.671423 0.2 0.1 -0.1
H -4.385534 2.260920 -1.022118 -0.2 -0.2 0.0
H -4.499625 0.504404 -1.374401 0.3 0.5 0.0
Lu -1.048018 0.325305 0.795059 1.4 1.3 -0.1
Cl 0.109985 2.521910 0.308060 0.1 0.2 0.9
Cl -3.323195 1.054272 1.539149 -0.5 0.2 0.4
H 4.657012 1.430151 -2.343935 -0.3 -0.2 0.0
H 4.880206 1.672837 -0.090197 -0.2 -0.1 0.0
C 3.562089 1.332206 -2.283159 0.3 -0.3 -0.1
C 3.841328 1.446554 0.179988 -0.7 0.5 0.1
N 3.176528 0.837519 -0.965438 0.8 0.3 0.2
H 3.196313 0.637403 -3.048058 0.1 0.3 0.1
C 2.280316 -0.150938 -0.831026 -1.9 -0.4 0.8
O 1.402077 -0.257876 0.057734 2.2 -0.1 -1.1
H 3.833502 0.754442 1.024779 0.0 0.1 -0.2
H 2.381633 -0.943118 -1.600791 -0.4 0.5 -0.1
H 3.135782 2.329687 -2.478125 -0.1 -0.4 0.2
H 3.344728 2.380092 0.475144 0.1 -0.1 0.1
H -0.605098 -5.416951 0.992608 0.0 0.1 0.0
H 1.322517 -5.514892 -0.931262 -0.2 0.2 0.0
C -1.129240 -4.780359 0.273403 0.0 0.1 0.0
C 0.648500 -4.834748 -1.470913 -0.1 0.3 0.0
N -0.174692 -4.047174 -0.549735 0.0 -0.4 0.1
H -1.737309 -4.047986 0.803370 0.0 -0.2 0.0
C -0.022257 -2.730752 -0.389909 -1.0 1.5 1.2
O -0.670670 -2.044318 0.461571 1.5 -1.6 -1.3
H 1.247274 -4.142974 -2.072272 -0.1 -0.2 0.0
H 0.698967 -2.265668 -1.096231 -0.4 -0.1 0.5
H -1.764367 -5.414964 -0.357802 0.2 0.2 0.1
H 0.019110 -5.443496 -2.140539 0.1 0.3 0.3
C 2.348582 -0.031835 3.267017 0.2 0.3 -0.3
N 1.268537 -0.066906 4.243280 -0.1 0.1 0.3
C 1.633452 -0.165029 5.632755 0.0 -0.1 0.1
C 0.011283 -0.187370 3.809175 -0.6 0.0 -1.2
O -0.148801 -0.140664 2.558598 0.9 -1.0 2.3
N -1.086094 -0.395528 4.574629 0.9 -0.3 0.3
C -1.225522 0.122035 5.914484 0.0 0.0 0.7
C -2.321888 -0.766838 3.909187 -0.7 0.6 -0.5
H 3.264427 0.053540 3.856678 0.0 0.0 -0.4
H 2.269479 0.828627 2.586044 -0.1 -0.3 0.2
H 2.395036 -0.949676 2.663814 -0.2 0.3 0.1
H 1.260773 0.716568 6.166143 0.4 -0.3 0.2
H 1.226868 -1.093010 6.058908 0.4 0.3 0.1
H 2.720659 -0.188835 5.632032 -0.1 0.0 0.5
H -1.120865 1.226729 5.948863 -0.1 -0.6 0.1
H -2.231401 -0.169596 6.250602 0.5 0.3 0.1
H -0.486172 -0.348346 6.574494 -0.6 0.4 0.1
H -2.769437 0.102600 3.379114 0.2 -0.7 0.5
H -2.166173 -1.556406 3.163848 0.1 0.1 0.3
H -3.034785 -1.101138 4.667631 0.2 -0.2 -0.1
```
Positions in Å, forces in eV/Å.

List of Löwdin charges in e, atom by atom: O 0.013; C -0.215; C -0.198; C -0.070; H -0.035; C -0.070; H 0.111; C -0.087; H 0.089; C -0.088; H 0.102; C -0.053; H 0.119; H 0.155; C -0.198; C -0.576; H 0.075; H 0.064; H 0.060; C -0.324; C -0.141; H 0.068; H 0.064; H 0.059; H 0.062; Lu 1.151; Cl -0.022; Cl 0.029; H 0.085; H 0.088; C -0.040; C -0.042; N -0.173; H 0.081; C -0.297; O -0.128; H 0.072; H 0.130; H 0.091; H 0.082; H 0.094; H 0.093; C -0.023; C -0.033; N -0.169; H 0.086; C -0.260; O -0.161; H 0.090; H 0.132; H 0.096; H 0.095; C -0.028; N -0.109; C -0.047; C -0.434; O -0.202; N -0.116; C -0.052; C -0.091; H 0.083; H 0.083; H 0.102; H 0.094; H 0.099; H 0.084; H 0.113; H 0.093; H 0.063; H -0.052; H 0.090; H 0.089